1.
Here is C31H50ClPRu as an isolated structure at a distorted geometry from the Open Molecules 2025 dataset. Energies are from ωB97M-V with the def2-TZVPD basis set.

Summary:
total charge: -1
electronic energy: -2107.44194 Eh
E_HOMO (spin up / spin down): -0.67 / -3.73 eV
M: 590.2 u
2S+1: 6
expectation value of S²: 8.7702
gap between HOMO and LUMO (spin up / spin down): 3.29 / 6.31 eV

CARTESIAN COORDINATES (ANGSTROEM)
Ru: 1.54 1.21 0.69
Cl: 2.91 2.84 1.70
P: -0.28 -0.29 0.02
C: -2.31 1.23 -1.29
C: 2.20 4.88 -1.37
C: -4.11 0.26 -2.83
C: 0.80 2.81 -0.77
C: 1.17 2.16 -2.16
C: -1.19 -0.08 1.63
C: 0.19 -4.46 0.54
C: -3.38 -1.09 -2.76
C: 0.36 -2.04 -0.13
C: -0.48 -3.09 0.61
C: -1.50 1.51 3.55
C: -2.89 0.96 3.78
C: 1.68 0.79 -1.36
C: 4.89 -1.10 2.07
C: 4.40 -1.76 3.18
C: 1.33 -3.80 -1.67
C: 0.61 -2.45 -1.59
C: -1.06 1.36 2.09
C: 2.29 2.90 -2.89
C: 3.05 -1.78 3.48
C: 2.67 -0.32 1.62
C: 3.10 3.81 -1.94
C: 0.59 -4.89 -0.88
C: -1.52 -0.09 -1.36
C: 2.15 -1.06 2.70
C: 1.04 4.25 -0.52
C: -2.66 -0.52 1.71
C: -2.53 -1.24 -1.49
C: 4.02 -0.38 1.24
C: -3.17 1.44 -2.53
C: -3.12 -0.43 3.16
H: -2.58 -1.18 3.76
H: 1.22 -5.78 -0.83
H: -0.34 -2.51 -2.13
H: -0.62 -2.81 1.66
H: -0.62 -0.72 2.32
H: -0.02 1.76 2.04
H: -3.76 2.36 -2.40
H: 1.19 0.19 -2.14
H: 3.52 3.20 -1.13
H: 0.15 4.79 -0.80
H: 2.04 3.53 -3.80
H: 4.35 0.16 0.34
H: 1.35 -1.98 0.36
H: 5.96 -1.09 1.80
H: 2.35 -3.68 -1.27
H: -3.19 -1.25 -0.61
H: 1.07 -1.02 2.91
H: -4.19 -0.68 3.22
H: -3.62 1.66 3.37
H: 2.64 0.25 -1.27
H: -1.65 2.09 -1.18
H: -3.27 0.14 1.08
H: 0.26 1.88 -2.84
H: 1.21 -1.69 -2.12
H: -2.74 -1.20 -3.64
H: -3.08 0.92 4.86
H: -0.31 -5.19 -1.44
H: 5.09 -2.29 3.83
H: -1.44 2.58 3.82
H: 2.73 5.61 -0.76
H: 1.76 5.48 -2.19
H: -4.94 0.27 -2.11
H: -2.04 -2.23 -1.51
H: 2.64 -2.35 4.33
H: -0.76 0.98 4.17
H: -0.49 -5.21 0.96
H: -0.88 -0.07 -2.26
H: -2.51 1.60 -3.39
H: -0.19 2.57 -0.42
H: -4.12 -1.90 -2.80
H: 1.42 -4.10 -2.72
H: -1.68 2.01 1.44
H: 2.91 2.10 -3.29
H: -2.79 -1.55 1.34
H: -1.48 -3.14 0.16
H: 1.09 -4.45 1.17
H: -4.55 0.39 -3.82
H: 3.93 4.30 -2.46
H: -2.95 1.21 -0.40
H: 1.15 4.50 0.54

These are the Mulliken partial charges, in e, on atoms 1 to 6: -1.409, -0.565, 0.606, -0.086, -0.848, -0.808

---

2.
Here is C31H50GeKN9STe as an isolated structure from the Open Molecules 2025 dataset. Energies are from ωB97M-V with the def2-TZVPD basis set.

Summary:
total charge: +2
electronic energy: -5046.63325 Eh
E_HOMO: -11.61 eV
M: 820.2 u
gap between HOMO and LUMO: 6.55 eV

CARTESIAN COORDINATES (ANGSTROEM)
Te: -2.99 -0.22 -1.45
Ge: -2.94 -1.80 0.75
K: 0.31 -0.06 0.25
S: 0.39 -2.84 -1.12
N: 0.95 0.84 2.50
N: 2.35 -4.54 -0.81
N: 0.81 2.41 0.08
N: 0.12 1.08 4.71
N: 2.89 -0.99 -0.84
N: 0.45 -1.02 3.76
N: 0.15 2.86 -2.08
N: -0.06 4.54 -0.49
N: 3.03 -2.38 -0.71
C: 3.36 4.26 2.04
C: 3.40 3.53 3.22
C: -4.44 -1.08 1.73
C: -5.38 -1.98 2.23
C: -4.59 0.29 1.96
C: -0.64 -1.66 4.46
C: -6.60 -0.15 3.20
C: 0.33 3.26 -0.78
C: -2.59 -4.60 1.14
C: -3.11 -3.65 0.26
C: -5.11 -0.25 -1.66
C: 0.82 1.68 -2.59
C: 1.24 -1.89 2.92
C: -0.97 3.31 -2.89
C: 2.48 3.89 1.04
C: 0.35 0.65 6.08
C: -3.76 -4.08 -0.89
C: 2.01 -3.24 -0.87
C: -5.68 0.75 2.69
C: -3.37 -6.37 -0.28
C: -0.51 2.38 4.53
C: 0.53 0.35 3.63
C: 0.21 5.65 -1.39
C: 1.61 2.81 1.17
C: 2.57 2.44 3.36
C: -3.89 -5.43 -1.16
C: -2.45 -1.49 -3.08
C: -0.44 4.91 0.85
C: -6.46 -1.51 2.97
C: 1.66 2.05 2.37
C: -2.73 -5.95 0.88
H: -5.49 0.66 -1.21
H: 1.01 1.81 -3.65
H: 2.63 1.84 4.26
H: -1.58 2.27 4.34
H: -7.45 0.21 3.77
H: -1.56 4.04 -2.34
H: 0.69 5.30 -2.30
H: 0.69 -2.27 2.04
H: -2.33 -6.68 1.57
H: -1.58 -1.41 1.34
H: 0.89 6.36 -0.90
H: -3.29 -2.14 -3.31
H: 3.25 -0.70 -1.75
H: 0.93 1.40 6.61
H: -0.05 2.95 3.73
H: 0.91 -0.28 6.09
H: -4.40 -5.76 -2.06
H: 0.38 5.37 1.41
H: 1.63 -5.22 -0.95
H: -7.18 -2.21 3.36
H: -1.58 -2.06 -2.79
H: -5.27 -3.04 2.04
H: -0.39 2.96 5.45
H: 4.02 5.11 1.89
H: 0.23 0.76 -2.48
H: -3.48 -7.42 -0.48
H: -5.52 -1.13 -1.16
H: 3.45 -0.54 -0.12
H: -1.27 5.63 0.80
H: 2.48 4.44 0.11
H: -0.78 4.03 1.40
H: -2.07 -4.29 2.04
H: 3.30 -4.85 -0.70
H: -3.86 1.00 1.59
H: -1.21 -2.29 3.76
H: -1.33 -0.92 4.86
H: 4.09 3.79 4.01
H: -0.71 6.19 -1.65
H: 1.76 1.55 -2.06
H: -0.59 0.49 6.62
H: -2.23 -0.83 -3.91
H: -1.62 2.46 -3.12
H: -0.64 3.75 -3.83
H: -0.29 -2.30 5.27
H: 3.97 -2.75 -0.73
H: 2.12 -1.36 2.58
H: -5.33 -0.27 -2.73
H: 1.55 -2.76 3.49
H: -4.19 -3.36 -1.58
H: -5.80 1.81 2.87

These are the Mulliken partial charges, in e, on atoms 1 to 6: 0.357, -0.621, 1.351, -0.295, 0.606, -0.430

---

3.
Here is C31H50IrO3P2 as an isolated structure at a distorted geometry from the Open Molecules 2025 dataset. Energies are from ωB97M-V with the def2-TZVPD basis set.

Summary:
total charge: +2
electronic energy: -2223.18095 Eh
E_HOMO (spin up / spin down): -12.37 / -13.24 eV
M: 724.9 u
2S+1: 6
expectation value of S²: 8.8243
gap between HOMO and LUMO (spin up / spin down): 7.48 / 4.72 eV

CARTESIAN COORDINATES (ANGSTROEM)
Ir: -0.40 -0.03 -1.94
P: 1.09 -1.99 -0.26
P: 1.69 1.55 0.41
O: 0.85 -0.78 2.92
O: 2.98 0.64 5.96
O: 2.90 -0.24 3.65
C: 0.13 -0.72 7.84
C: -2.96 1.15 -2.45
C: -1.10 0.32 -5.05
C: -1.72 1.49 -0.19
C: -0.09 -3.06 -1.14
C: -0.23 1.45 -4.57
C: -1.69 2.98 -0.21
C: 1.47 -2.93 1.16
C: 1.46 2.41 1.94
C: -2.04 -0.63 0.72
C: 1.30 -1.37 -4.77
C: 1.88 2.94 -0.75
C: 0.00 -1.71 -4.08
C: 1.20 -0.82 5.23
C: -2.26 0.64 -1.23
C: -1.48 1.20 2.41
C: 0.11 -1.61 5.59
C: -2.46 -0.69 -0.62
C: -3.24 -1.79 -1.24
C: 1.25 0.06 7.54
C: -1.11 -0.88 -4.09
C: -1.68 0.73 1.00
C: 2.57 -2.13 -1.28
C: 1.48 0.40 -2.85
C: 3.32 0.87 0.57
C: 1.67 -0.61 3.86
C: 2.12 -0.26 -4.12
C: -2.08 -1.71 1.74
C: -0.42 -1.58 6.85
C: 1.83 -0.02 6.23
C: 0.32 1.25 -3.15
H: 2.94 -3.14 -1.23
H: -2.13 0.69 -5.14
H: -1.02 3.41 0.56
H: 2.35 0.51 -4.89
H: -2.86 -1.96 -2.27
H: -2.08 -1.32 -3.89
H: -2.41 1.08 3.00
H: -1.15 2.26 2.45
H: -0.28 -0.67 8.86
H: 1.90 -2.30 -4.80
H: 0.02 2.08 -2.36
H: 2.21 -2.39 1.75
H: 3.12 -0.66 -3.82
H: 3.93 1.67 0.98
H: 0.43 -3.95 -1.54
H: 0.59 -3.04 1.79
H: -3.14 -2.71 -0.69
H: -0.91 -3.37 -0.48
H: 0.97 3.55 -0.78
H: -2.68 3.38 -0.02
H: -1.27 -2.17 7.12
H: -0.07 -2.74 -3.76
H: 3.29 0.06 1.30
H: 3.74 0.51 -0.36
H: -0.29 -2.24 4.81
H: -1.36 3.37 -1.16
H: 0.63 3.11 1.91
H: -2.36 1.94 -2.91
H: -0.57 -2.53 -1.99
H: -3.01 -1.74 2.33
H: 3.19 0.36 5.00
H: 3.34 -1.46 -0.88
H: 1.85 -3.91 0.87
H: 2.06 2.62 -1.79
H: -3.96 1.53 -2.23
H: 1.28 1.68 2.72
H: 1.72 0.76 8.28
H: -1.23 -1.57 2.44
H: -1.95 -2.67 1.28
H: -0.69 0.60 2.91
H: 2.39 2.92 2.13
H: 1.08 -1.09 -5.82
H: -0.76 0.02 -6.05
H: -0.81 2.41 -4.49
H: 0.65 1.64 -5.23
H: -4.32 -1.56 -1.32
H: 2.14 0.51 -2.00
H: -3.00 0.34 -3.21
H: 2.71 3.56 -0.41
H: 2.41 -1.83 -2.33

These are the Mulliken partial charges, in e, on atoms 1 to 6: -0.078, 1.611, 1.703, -0.187, -0.502, -0.816

---

4.
Here is a 8-piece molecular cluster, C31H50N2O18 overall at a distorted geometry from the Open Molecules 2025 dataset. Energies are from ωB97M-V with the def2-TZVPD basis set.

Summary:
total charge: 0
SMILES string: C[C@H]1COC(=O)O1.C[C@H]1COC(=O)O1.C[C@H]1COC(=O)O1.C[C@H]1COC(=O)O1.C[C@H]1COC(=O)O1.COC(=O)OC.CCCC#N.CCCC#N
electronic energy: -2675.00085 Eh
E_HOMO: -10.46 eV
M: 738.7 u
gap between HOMO and LUMO: 10.39 eV

CARTESIAN COORDINATES (ANGSTROEM)
O: 3.48 -1.02 -1.75
O: -2.32 1.17 -5.66
O: -5.84 -0.73 0.27
O: 1.39 -0.56 -1.20
O: 1.52 0.31 4.85
O: -0.64 -0.34 -5.71
O: -0.43 3.15 0.15
O: 1.51 -4.87 -0.37
O: -0.65 -4.07 -0.55
O: 0.66 -3.60 1.23
O: -1.94 -0.25 -3.98
O: 1.14 2.27 3.83
O: -1.58 3.20 2.13
O: -4.23 -2.20 -0.81
O: -3.56 -1.06 1.02
O: -1.82 1.57 0.58
O: 2.05 -2.54 -2.22
O: 2.96 1.27 3.27
N: -4.26 -2.12 8.26
N: 6.33 2.06 -3.83
C: 1.83 1.18 4.03
C: -0.99 -1.31 -3.67
C: -0.13 -1.43 -4.97
C: -1.72 -2.58 -3.28
C: -0.20 -1.37 1.82
C: 2.41 4.41 -2.00
C: -0.37 2.36 -1.01
C: 4.25 -1.90 -2.55
C: -3.77 0.00 1.99
C: 4.42 2.97 -2.34
C: -1.24 -2.96 0.12
C: -1.26 2.65 1.05
C: 3.22 -2.97 -2.95
C: -1.80 0.90 5.21
C: -4.54 -1.33 0.18
C: -1.50 1.40 -0.80
C: 0.55 -4.27 0.05
C: 2.22 -1.31 -1.66
C: -2.80 0.12 6.01
C: 3.69 4.27 -2.78
C: 5.39 -2.55 -1.75
C: 2.96 2.34 2.32
C: -1.71 0.25 -5.16
C: 5.47 2.51 -3.21
C: -2.86 1.70 -1.46
C: -3.41 -1.51 7.83
C: -5.13 -2.60 -1.83
C: -2.35 -0.67 7.29
C: 1.82 3.19 2.94
C: -0.48 -2.81 1.44
C: 2.59 1.80 0.91
H: 1.69 1.24 0.99
H: -0.99 -3.33 -3.06
H: -5.45 -1.80 -2.44
H: 3.95 2.84 2.31
H: 0.45 -1.25 2.70
H: -1.35 -2.00 -0.53
H: 3.43 1.15 0.58
H: -1.55 -1.34 7.03
H: 2.59 4.45 -0.91
H: 3.47 -4.02 -2.64
H: 2.43 2.65 0.17
H: 1.93 5.32 -2.29
H: 1.10 3.54 2.27
H: 5.75 -3.52 -2.07
H: -0.61 2.98 -1.88
H: -2.71 1.82 -2.56
H: 4.36 5.13 -2.55
H: -0.35 -0.97 -2.90
H: -2.98 0.15 2.76
H: -1.23 0.37 -0.95
H: -2.00 0.11 7.97
H: 0.90 -1.33 -4.66
H: -0.95 -3.35 2.26
H: -2.26 -3.19 0.42
H: -2.18 1.55 4.41
H: 6.21 -1.88 -1.67
H: -2.34 -2.97 -4.04
H: -4.77 -3.43 -2.45
H: -6.03 -3.00 -1.38
H: -3.37 2.57 -1.03
H: -3.68 0.67 6.44
H: 0.33 -0.94 0.96
H: 3.74 2.19 -2.15
H: -3.36 -0.58 5.46
H: 4.55 -1.27 -3.37
H: 4.97 -2.62 -0.74
H: -4.65 -0.22 2.58
H: 5.00 3.16 -1.37
H: -1.04 0.36 4.72
H: 2.21 4.01 3.51
H: -1.05 -0.78 1.99
H: -4.04 0.95 1.48
H: 1.69 3.65 -2.27
H: -0.21 -2.41 -5.47
H: -3.49 0.88 -1.22
H: -2.37 -2.34 -2.39
H: 3.58 4.33 -3.87
H: -1.34 1.60 5.81
H: 0.61 1.85 -1.13
H: 3.07 -3.07 -4.02

These are the Mulliken partial charges, in e, on atoms 1 to 6: -0.399, -0.608, -0.690, 0.105, -0.594, -0.369

---

5.
Here is C31H50N9O6P2S2Zr as an isolated structure at a distorted geometry from the Open Molecules 2025 dataset. Energies are from ωB97M-V with the def2-TZVPD basis set.

Summary:
total charge: +1
electronic energy: -3681.66727 Eh
E_HOMO: -9.19 eV
M: 862.1 u
gap between HOMO and LUMO: 6.85 eV

CARTESIAN COORDINATES (ANGSTROEM)
Zr: -0.04 0.00 0.40
S: 3.01 0.23 -1.15
S: 1.32 0.56 2.87
P: 1.79 2.67 0.63
P: -0.50 1.80 -2.04
O: 1.05 -1.93 0.35
O: -0.91 1.80 1.01
O: -0.26 -3.68 3.46
O: -0.26 -1.16 -1.83
O: 3.63 -0.92 -0.43
O: -0.81 -1.22 1.92
N: 3.53 -0.17 4.29
N: -2.25 -0.15 0.16
N: 0.71 -2.15 -3.62
N: -1.60 -2.01 -3.46
N: 1.65 0.73 -0.71
N: 3.72 -0.60 2.19
N: 2.05 -3.86 0.88
N: -2.86 1.10 0.00
N: 0.18 -3.90 -0.47
C: -1.89 -3.20 -4.26
C: 4.80 -0.73 4.09
C: -2.75 3.38 0.64
C: -0.37 -1.75 -2.92
C: -3.51 -3.47 0.89
C: 0.12 3.50 -1.57
C: -4.08 3.60 0.26
C: 1.51 3.64 -0.93
C: -3.07 -1.10 0.38
C: -2.78 -1.31 -2.96
C: 2.87 -0.10 3.11
C: -2.12 -4.59 2.47
C: 0.50 1.45 -3.53
C: -1.30 -3.48 2.61
C: -3.22 -4.60 1.61
C: -2.02 2.40 -2.89
C: 0.52 -2.58 3.93
C: -3.87 5.93 0.85
C: -2.00 4.44 1.13
C: 2.02 -2.25 -2.99
C: 2.97 0.20 5.60
C: 1.06 -3.18 0.27
C: -2.68 -2.35 0.99
C: -2.14 2.02 0.54
C: 1.39 3.85 1.99
C: -4.63 4.87 0.37
C: 4.91 -0.99 2.78
C: -2.55 5.71 1.23
C: 0.71 -2.36 -5.07
C: 3.62 2.83 0.71
C: -1.55 -2.32 1.85
H: 1.71 4.69 -0.71
H: 1.22 4.86 1.60
H: 1.50 1.11 -3.27
H: 2.23 3.88 2.68
H: -0.18 -1.94 -5.53
H: -0.09 -1.80 4.37
H: -4.30 6.92 0.93
H: 4.13 2.30 -0.09
H: 1.57 -1.83 -5.48
H: 3.66 0.86 6.12
H: 1.11 -2.15 3.13
H: 1.18 -3.01 4.69
H: 2.09 -4.86 0.89
H: -4.38 -3.42 0.23
H: -2.49 -0.49 -2.32
H: -1.76 3.15 -3.65
H: -3.42 -1.99 -2.39
H: 2.72 -3.33 1.40
H: 3.97 2.45 1.67
H: -3.36 -0.92 -3.80
H: 3.86 3.89 0.64
H: -1.07 -3.91 -4.22
H: -0.64 3.92 -0.92
H: -2.78 -3.68 -3.85
H: 2.71 -1.53 -3.45
H: 0.01 0.67 -4.12
H: 0.57 2.35 -4.15
H: -2.70 2.85 -2.17
H: 2.27 3.29 -1.63
H: 2.80 -0.69 6.20
H: -2.55 1.58 -3.38
H: 2.03 0.71 5.44
H: -4.12 -0.89 0.23
H: 0.09 4.08 -2.49
H: -4.66 2.77 -0.12
H: 0.80 -3.41 -5.34
H: 0.08 -4.88 -0.26
H: -0.98 4.27 1.45
H: -5.66 5.03 0.08
H: -1.88 -5.45 3.08
H: 1.95 -2.05 -1.94
H: 0.52 3.51 2.54
H: 5.50 -0.86 4.91
H: -0.65 -3.42 -0.74
H: -3.85 -5.48 1.55
H: -1.95 6.53 1.61
H: 2.43 -3.25 -3.14
H: 5.73 -1.40 2.21
H: 3.50 -0.65 1.19
H: -2.11 -2.96 -5.31

These are the Mulliken partial charges, in e, on atoms 1 to 6: 0.273, -0.189, -0.473, 1.962, 2.336, 0.060